Computed, not measured: one molecule with the formula C6H15NO in a non-equilibrium geometry, with wB97M-V/def2-TZVPD.

Highest occupied orbital energy (Ha): -0.305
SMILES: CCCNCCCO
DFT total energy (eV): -10000.6430
Orbital gap (eV): 9.20
LUMO energy (eV): 0.90
Maximum force (hartree/bohr): 0.1230
2S+1: 1
Total charge: 0

Bonds (Å) are listed after each position.
Positions of all 23 atoms, in Å:
1 C -0.76411 1.67247 -2.19654  C2 1.541, H9 1.076, H10 1.133, H11 1.087
2 C 0.47092 1.33949 -1.33788  C1 1.541, C3 1.582, H12 0.997, H13 1.117
3 C 1.25347 0.06264 -1.84645  C2 1.582, N4 1.485, H14 1.015, H15 1.098
4 N 0.80636 -1.15113 -1.11705  C3 1.485, C5 1.546, H16 1.032
5 C 1.05245 -1.34654 0.39709  N4 1.546, C6 1.581, H17 1.056, H18 1.077
6 C -0.20864 -1.07255 1.31049  C5 1.581, C7 1.495, H19 1.083, H20 1.158
7 C -0.75541 0.24656 1.75410  C6 1.495, O8 1.417, H21 1.068, H22 1.129
8 O -1.55196 0.02139 2.90447  C7 1.417, H23 0.994
9 H -1.40878 2.46101 -1.85089  C1 1.076
10 H -1.44945 0.77262 -2.26929  C1 1.133
11 H -0.51068 2.03041 -3.19082  C1 1.087
12 H 0.30576 1.38536 -0.35600  C2 0.997
13 H 1.11152 2.23950 -1.50109  C2 1.117
14 H 1.08759 0.07285 -2.84765  C3 1.015
15 H 2.28913 0.21996 -1.51725  C3 1.098
16 H -0.14171 -1.38260 -1.45128  N4 1.032
17 H 1.08117 -2.39682 0.49831  C5 1.056
18 H 1.94735 -0.95199 0.84857  C5 1.077
19 H -0.06623 -1.56302 2.26536  C6 1.083
20 H -1.07959 -1.70559 0.88444  C6 1.158
21 H -0.09052 1.07593 1.85520  C7 1.068
22 H -1.62576 0.57362 1.11423  C7 1.129
23 H -0.97055 -0.35677 3.61696  O8 0.994

***

Computed, not measured: a 3-piece molecular cluster, C6H15NO overall in a non-equilibrium geometry, with wB97M-V/def2-TZVPD.

Highest occupied orbital energy (spin up / spin down) (Ha): -0.240 / -0.236
DFT total energy (eV): -9997.2689
Orbital gap (spin up / spin down) (eV): 7.40 / 7.29
LUMO energy (spin up / spin down) (eV): 0.87 / 0.86
Maximum force (hartree/bohr): 0.0319
2S+1: 1
Total charge: 0

Bonds (Å) are listed after each position.
Positions of all 23 atoms, in Å:
1 C 2.16397 -0.78943 0.69258  N7 1.416, O8 1.417, H10 1.086
2 C 0.05387 0.44183 -0.19502  C3 1.345, C5 1.488, H11 1.086
3 C -0.19880 -0.11586 1.00212  C2 1.345, H14 1.080, H15 1.081
4 C -2.43973 0.50207 0.20944  C6 1.499, H16 1.087, H17 1.086
5 C 0.46881 1.85442 -0.40929  C2 1.488, H18 1.094, H19 1.092, H20 1.090
6 C -2.89976 -0.64019 -0.64473  C4 1.499, H21 1.101, H22 1.095, H23 1.097
7 N 3.07284 -0.18415 -0.20856  C1 1.416, H12 1.022, H13 1.013
8 O 1.95116 -2.18629 0.58004  C1 1.417, H9 0.965
9 H 1.76382 -2.39497 -0.34290  O8 0.965
10 H 2.41237 -0.58705 1.72975  C1 1.086
11 H -0.02343 -0.18886 -1.07560  C2 1.086
12 H 4.03313 -0.52539 -0.13473  N7 1.022
13 H 2.78471 -0.23759 -1.17809  N7 1.013
14 H -0.45021 -1.16152 1.09667  C3 1.080
15 H -0.13614 0.47226 1.90722  C3 1.081
16 H -2.75316 0.48480 1.25004  C4 1.087
17 H -2.48624 1.49574 -0.22581  C4 1.086
18 H 1.52006 1.87907 -0.70964  C5 1.094
19 H -0.12225 2.31520 -1.20353  C5 1.092
20 H 0.36061 2.44449 0.50094  C5 1.090
21 H -3.99486 -0.71005 -0.72959  C6 1.101
22 H -2.51536 -0.56292 -1.66677  C6 1.095
23 H -2.56539 -1.60560 -0.24452  C6 1.097

***

Computed, not measured: a 3-piece molecular cluster, C6H15NO overall in a non-equilibrium geometry, with wB97M-V/def2-TZVPD.

Highest occupied orbital energy (Ha): -0.266
DFT total energy (eV): -9999.1119
Orbital gap (eV): 7.98
LUMO energy (eV): 0.75
Maximum force (hartree/bohr): 0.0778
2S+1: 1
Total charge: 0

Bonds (Å) are listed after each position.
Positions of all 23 atoms, in Å:
1 C -1.07507 -0.11844 0.26825  C4 1.515, C5 1.518, N7 1.414
2 C 1.12119 -0.21997 0.21669  C3 1.395, C6 1.498, H10 1.086
3 C 0.93594 1.15753 0.33495  C2 1.395, H13 1.080, H14 1.084
4 C -1.34851 -1.41205 -0.47162  C1 1.515, H15 1.098, H17 1.091, H18 1.093
5 C -1.79130 1.05339 -0.37762  C1 1.518, H16 1.099, H19 1.092, H20 1.091
6 C 1.70248 -0.83773 -1.01801  C2 1.498, H21 1.094, H22 1.092, H23 1.092
7 N -1.42686 -0.23518 1.63318  C1 1.414, H11 1.012, H12 1.012
8 O 2.79850 1.26238 0.84587  H9 0.968
9 H 3.33325 1.41030 0.05209  O8 0.968
10 H 1.26426 -0.78314 1.13424  C2 1.086
11 H -1.01695 -1.03082 2.10635  N7 1.012
12 H -1.29335 0.60576 2.18038  N7 1.012
13 H 0.58881 1.58216 1.26566  C3 1.080
14 H 0.88612 1.76238 -0.56300  C3 1.084
15 H -2.42473 -1.63152 -0.46150  C4 1.098
16 H -2.87331 0.86464 -0.40027  C5 1.099
17 H -1.04038 -1.34166 -1.51549  C4 1.091
18 H -0.83903 -2.26480 -0.01671  C4 1.093
19 H -1.65667 1.98461 0.17733  C5 1.092
20 H -1.45259 1.20492 -1.40311  C5 1.091
21 H 1.27189 -1.82203 -1.22175  C6 1.094
22 H 2.77432 -0.98697 -0.87022  C6 1.092
23 H 1.56200 -0.20378 -1.89567  C6 1.092

***

Computed, not measured: a 2-piece molecular cluster, C6H15NO overall in a non-equilibrium geometry, with wB97M-V/def2-TZVPD.

Highest occupied orbital energy (Ha): -0.357
SMILES: CCC(N)=O.CCC
DFT total energy (eV): -10001.6558
Orbital gap (eV): 10.50
LUMO energy (eV): 0.78
Maximum force (hartree/bohr): 0.0932
2S+1: 1
Total charge: 0

Bonds (Å) are listed after each position.
Positions of all 23 atoms, in Å:
1 C 0.09859 -0.62177 3.13575  C2 1.520, H6 1.124, H7 1.154, H8 1.069
2 C 0.25381 -0.40542 1.63913  C1 1.520, C3 1.553, H9 1.054, H10 1.169
3 C 0.96050 -1.53062 0.83445  C2 1.553, N4 1.365, O5 1.248
4 N 2.24007 -1.27463 0.43522  C3 1.365, H11 1.011, H12 0.988
5 O 0.34725 -2.54468 0.44165  C3 1.248
6 H 0.96553 -0.29239 3.76996  C1 1.124
7 H -0.04569 -1.74013 3.37979  C1 1.154
8 H -0.72874 -0.04541 3.49011  C1 1.069
9 H -0.65614 -0.30398 1.11652  C2 1.054
10 H 0.71229 0.62101 1.31699  C2 1.169
11 H 2.57781 -1.82413 -0.34284  N4 1.011
12 H 2.60568 -0.37236 0.60645  N4 0.988
13 C 0.28527 0.21687 -1.58931  C14 1.494, H16 1.201, H17 1.083, H18 1.123
14 C -1.15510 0.59639 -1.47070  C13 1.494, C15 1.615, H19 1.130, H20 1.146
15 C -1.64400 1.99391 -2.11655  C14 1.615, H21 1.104, H22 1.183, H23 1.187
16 H 1.01372 0.71614 -0.77601  C13 1.201
17 H 0.35400 -0.86010 -1.49481  C13 1.083
18 H 0.61497 0.46380 -2.63403  C13 1.123
19 H -1.81493 0.45195 -0.56441  C14 1.130
20 H -1.87793 -0.09851 -2.02567  C14 1.146
21 H -2.58053 2.37689 -1.67594  C15 1.104
22 H -1.73770 1.66687 -3.24973  C15 1.183
23 H -0.78872 2.81030 -2.22601  C15 1.187

***

Quick rundown of energy relative to the best compared isomer or geometry (same formula, charge and spin), same order as above: 300.5; 626.0; 448.2; 202.7 kJ/mol